Density functional theory data (ωB97M-V/def2-TZVPD) for a 10-piece molecular cluster, C30H60O30 overall in a non-equilibrium geometry.

```
120
Properties=species:S:1:pos:R:3:forces:R:3:lowdin_charge:R:1
C 0.98662 -6.92367 3.81399 0.14 0.64 -1.40 -0.0607
O 1.22435 -8.16409 4.44283 -0.35 -1.83 0.62 -0.0052
C 0.25409 -9.10681 4.46163 -0.41 -1.08 -0.11 -0.4742
O -0.84629 -8.98398 3.96884 1.29 -0.44 0.86 0.1298
O 0.75909 -10.27560 5.09706 2.59 6.01 -0.68 -0.0250
C 0.05807 -11.37426 5.32018 -3.63 -2.64 -0.24 -0.1513
H 1.97043 -6.46863 3.69926 -0.11 0.36 1.04 0.0982
H 0.19743 -6.32251 4.26551 0.40 -0.04 0.45 0.1019
H 0.74346 -6.95236 2.75185 -0.60 -0.97 -0.09 0.0916
H -0.07531 -11.86880 4.35803 -0.05 -0.78 0.21 0.1025
H -0.94557 -11.20978 5.71229 -0.44 0.58 -0.28 0.0941
H 0.40696 -12.03250 6.11585 1.18 0.19 -0.38 0.0984
C 2.93267 3.02359 8.45314 -0.34 -0.49 -1.16 -0.0211
O 2.98756 3.07233 9.88651 2.22 1.69 -1.77 0.0369
C 2.36130 2.25656 10.63787 -4.04 -2.72 1.85 -0.5894
O 1.36733 1.58313 10.30733 2.46 1.14 0.91 0.0819
O 2.86826 2.34500 11.91246 0.54 0.14 -1.09 -0.0295
C 2.23252 1.71458 13.03604 -0.17 -0.23 -0.70 -0.0391
H 2.16534 3.64956 7.99765 -0.21 0.24 0.70 0.0955
H 2.76093 2.04181 8.01186 -0.19 -0.36 0.78 0.0968
H 3.87179 3.32804 7.99112 0.24 0.29 0.84 0.0916
H 2.72344 2.05690 13.94703 -0.22 0.70 -0.28 0.0895
H 2.41767 0.64130 13.07939 -0.31 -0.14 -0.61 0.0903
H 1.17305 1.95700 12.95319 0.01 -0.28 0.54 0.0966
C 1.50423 -3.20795 -7.48338 0.78 -1.61 -1.35 -0.0055
O 0.42293 -4.21243 -7.42736 -0.31 0.06 -0.15 -0.0046
C -0.39555 -4.37039 -8.47516 -2.82 1.40 -2.00 -0.5217
O -0.58891 -3.56043 -9.38507 1.15 -1.45 1.62 0.0907
O -1.21955 -5.48518 -8.36000 2.82 -0.14 1.89 -0.0335
C -2.27537 -5.71953 -9.24961 -0.82 2.06 -1.52 -0.0782
H 1.96321 -3.30106 -8.46765 -0.12 0.04 -0.16 0.0899
H 2.24936 -3.63316 -6.81102 -0.30 0.40 0.32 0.0921
H 1.35750 -2.13528 -7.35703 -1.09 -0.36 0.51 0.0904
H -2.98616 -4.91274 -9.07082 -0.43 -0.14 -0.05 0.0944
H -2.80653 -6.67045 -9.20803 0.78 -0.17 0.91 0.0949
H -1.98695 -5.57245 -10.29043 0.37 -0.10 -0.02 0.0912
C 2.95759 3.77340 -4.66128 -0.79 -0.18 -0.02 -0.0247
O 2.76857 4.58764 -5.86241 -0.40 -0.55 0.72 0.0043
C 1.98128 4.16134 -6.86542 -0.25 -1.82 -0.28 -0.5477
O 1.92563 4.72333 -7.92027 -0.22 -0.03 0.47 0.1373
O 1.32283 2.94290 -6.59591 1.22 1.13 -0.23 -0.0686
C 0.56744 2.33694 -7.67278 -0.78 0.85 0.25 -0.0412
H 3.70113 2.99822 -4.84659 -0.12 0.09 -0.07 0.0954
H 2.01675 3.34230 -4.31911 -0.02 -0.28 -0.51 0.0860
H 3.23934 4.36587 -3.79082 0.45 0.62 -0.67 0.0893
H -0.38615 2.86296 -7.71833 -0.06 0.04 -0.15 0.0910
H 0.32721 1.30985 -7.39806 0.48 0.09 0.16 0.0853
H 1.00764 2.39874 -8.66802 0.46 0.05 0.33 0.0934
C 3.21028 -7.88477 -2.63066 0.79 -2.18 0.43 0.0258
O 3.62981 -9.25581 -2.15074 -0.09 -0.45 0.07 -0.0415
C 4.30168 -9.52261 -0.99825 -0.98 1.81 0.03 -0.5623
O 4.71831 -8.64824 -0.26869 0.17 -1.03 -0.26 0.1097
O 4.31922 -10.85363 -0.76520 -1.98 1.34 -2.03 -0.0075
C 5.08649 -11.33682 0.26458 1.84 -0.64 1.05 -0.0856
H 2.24088 -8.08963 -3.08496 -0.11 0.22 0.47 0.0855
H 3.87488 -7.68259 -3.47062 0.22 0.46 0.43 0.0864
H 3.20726 -7.16583 -1.81137 0.08 -0.09 -0.26 0.0901
H 4.86742 -10.96420 1.26522 -0.05 0.59 -0.23 0.1004
H 6.10920 -11.13527 -0.05407 0.36 -0.07 0.80 0.1036
H 4.97567 -12.41785 0.34945 -0.27 0.03 -0.49 0.0956
C -0.61079 2.80137 1.33144 0.23 1.57 0.30 -0.0184
O 0.31826 1.78606 1.78152 -1.12 1.82 0.74 0.0558
C 0.53205 0.78012 1.02267 2.86 -4.74 -2.55 -0.5965
O 1.26655 -0.18828 1.29211 -1.97 2.36 0.26 0.0813
O 0.03193 0.88506 -0.24792 -1.15 0.25 0.26 -0.0554
C -0.16710 -0.32512 -1.01866 -0.19 0.08 0.06 -0.0331
H -1.66707 2.56375 1.45761 0.25 -0.65 -0.29 0.1028
H -0.36977 3.21868 0.35376 -0.13 -0.83 -0.27 0.0962
H -0.45943 3.68842 1.94652 0.27 -0.39 0.60 0.0918
H -0.68507 -0.10059 -1.95108 0.65 0.89 -0.18 0.0865
H -0.94223 -0.96970 -0.60419 0.56 -0.23 0.91 0.0947
H 0.79006 -0.81485 -1.19784 -0.28 -0.13 0.14 0.0941
C -7.71822 4.27417 5.20622 -0.58 -1.88 -0.74 -0.0669
O -7.64385 5.62602 5.55357 0.63 0.12 0.31 0.0262
C -6.44327 6.12170 5.85128 3.27 0.37 0.23 -0.5667
O -5.28680 5.67247 5.76364 -3.17 -0.39 -0.16 0.0868
O -6.62381 7.35608 6.28834 -2.19 0.66 0.37 -0.0019
C -5.58366 7.98763 6.98275 2.13 0.04 -1.15 -0.0547
H -8.68330 4.07873 4.73875 0.06 0.62 -0.44 0.0932
H -7.78926 3.55880 6.02555 0.61 0.51 0.70 0.0960
H -6.92416 3.93414 4.54143 0.07 0.32 0.03 0.0992
H -4.88547 8.38447 6.24576 0.20 -0.02 -0.27 0.0919
H -4.99288 7.21581 7.47610 -0.22 0.39 0.73 0.0984
H -5.85718 8.89333 7.52402 -0.81 -0.74 0.39 0.0986
C 9.55824 7.39559 0.88720 0.68 0.22 -0.18 -0.0321
O 8.52245 6.45809 1.07912 -0.54 1.13 0.40 0.0164
C 8.76634 5.19969 0.85009 3.96 -1.53 -1.57 -0.6024
O 9.81143 4.72179 0.31899 -3.39 1.23 1.60 0.0597
O 7.74731 4.54987 1.32916 -1.38 -1.08 0.55 0.0260
C 7.74091 3.13981 1.21187 1.11 -1.20 -1.06 -0.0420
H 9.27043 8.05533 0.06866 0.25 -0.12 -0.08 0.0983
H 10.47908 6.84167 0.70466 0.02 0.33 -0.30 0.0924
H 9.68373 7.99783 1.78700 -0.24 -0.14 0.08 0.0945
H 7.91403 2.85085 0.17523 -0.40 0.19 -0.27 0.0941
H 6.82282 2.66504 1.55800 0.02 0.72 0.20 0.0982
H 8.61632 2.68083 1.67132 -0.10 0.27 0.64 0.0969
C -6.52192 -3.13378 -2.75447 -0.37 -0.34 -2.23 -0.0226
O -6.22304 -1.77014 -2.46482 1.71 -2.59 -2.05 0.0575
C -6.78371 -1.14392 -1.53406 -1.20 2.20 3.88 -0.6383
O -6.37702 -0.06712 -1.17838 -0.59 0.23 0.04 0.1293
O -7.80172 -1.81479 -0.90751 2.11 -0.46 -2.49 -0.0199
C -8.59732 -1.17146 -0.00751 -1.78 0.78 2.02 -0.0991
H -7.46521 -3.13069 -3.30064 -0.34 -0.32 0.49 0.0994
H -6.47677 -3.92549 -2.00663 -0.05 0.80 0.60 0.1050
H -5.81764 -3.39698 -3.54366 0.29 0.03 0.25 0.0949
H -9.59999 -1.49877 -0.28252 -0.17 0.08 0.58 0.0996
H -8.61581 -0.08674 0.09805 0.55 0.18 -1.13 0.0976
H -8.33212 -1.44240 1.01443 -0.15 -0.62 0.04 0.0965
C -2.37198 7.98247 -7.13353 0.68 0.11 -1.53 -0.0476
O -2.25754 7.69349 -5.76820 0.69 0.81 0.42 0.0278
C -3.14665 6.90433 -5.23907 -2.02 -0.72 -0.14 -0.6597
O -4.09326 6.42847 -5.81793 -0.12 -0.20 0.08 0.1140
O -2.86933 6.75348 -3.96941 1.17 0.15 2.79 0.0137
C -3.78878 6.09057 -3.06736 -0.74 -1.43 -1.68 -0.0157
H -3.04506 7.32911 -7.68867 0.21 -0.32 0.36 0.0953
H -1.33989 7.89455 -7.47290 -0.19 -0.04 -0.49 0.0990
H -2.70516 8.99329 -7.36879 -0.05 0.19 0.68 0.0953
H -4.78173 6.44111 -3.34893 -0.05 -0.22 0.46 0.0981
H -3.62210 6.01924 -1.99254 0.82 1.80 -0.08 0.0903
H -3.70815 5.01597 -3.23117 -0.38 -0.15 -0.85 0.0897
```
Forces are in eV/Å.

Its energy relative to the best compared isomer or geometry (same formula, charge and spin) is 6.8060 eV. The value obtained for the HOMO energy is -10.5 eV. The orbital gap is 10.50 eV.